Record 1
C5H34N2O10 | ωB97M-V/def2-TZVPD

Each line ends with the natural charge from an NBO analysis.
Element x y z (Å)
C: 2.56711 0.03939 -2.78404  -0.423
N: 2.33968 -1.21153 -2.05337  -0.635
C: 1.35330 -1.12972 -0.97984  -0.225
C: 1.80127 -1.90308 0.29212  -0.396
C: 2.01584 -1.01723 1.54999  -0.407
C: 0.65409 -0.49484 1.96244  -0.224
N: 0.68907 0.15511 3.29570  -0.846
H: 3.18572 0.79637 -2.27946  0.177
H: 3.00746 -0.24632 -3.73827  0.193
H: 1.63977 0.60288 -2.90784  0.192
H: 3.24249 -1.48918 -1.70073  0.350
H: 0.42901 -1.58842 -1.34203  0.194
H: 1.05993 -0.10683 -0.70929  0.154
H: 2.77047 -2.31266 -0.00410  0.190
H: 1.09747 -2.69245 0.53002  0.223
H: 2.67522 -0.22283 1.20113  0.209
H: 2.44369 -1.67926 2.29808  0.207
H: 0.22534 0.20307 1.24315  0.180
H: -0.11408 -1.27746 1.97059  0.173
H: -0.27498 0.39462 3.52277  0.356
H: 0.88593 -0.57008 3.98130  0.345
O: -2.93674 0.29666 -2.86040  -1.004
H: -2.38891 1.09493 -2.82504  0.495
H: -2.40684 -0.39461 -3.27498  0.493
O: -0.61253 -0.43884 -4.29981  -0.957
H: -0.37275 0.43345 -4.62976  0.476
H: 0.17977 -0.96854 -4.44951  0.486
O: -2.36691 -0.29716 -0.29057  -0.977
H: -2.26471 0.62048 -0.55718  0.490
H: -3.11709 -0.62300 -0.80219  0.511
O: 1.14388 2.60909 -1.19255  -0.974
H: 1.42859 2.09290 -0.43207  0.493
H: 0.82961 3.47023 -0.90224  0.494
O: -1.42094 2.54965 -2.05712  -0.980
H: -1.59958 2.71549 -1.13141  0.476
H: -0.49541 2.29360 -2.19585  0.512
O: 3.28315 1.50908 3.51030  -0.953
H: 2.88327 0.81127 4.03005  0.476
H: 2.56117 1.97347 3.08019  0.477
O: -2.10430 -3.32861 2.74791  -0.965
H: -2.24269 -2.38142 2.71308  0.462
H: -1.83288 -3.64380 1.87354  0.495
O: -0.50177 2.91821 1.29939  -0.965
H: -1.28630 2.38992 1.07820  0.475
H: -0.79419 3.30821 2.13276  0.481
O: -1.29248 -2.95088 0.11878  -0.960
H: -1.54912 -3.66694 -0.47618  0.474
H: -1.79183 -2.19523 -0.22143  0.494
O: -2.58455 1.40508 1.93954  -1.002
H: -2.42661 0.75229 1.23109  0.496
H: -3.32591 1.13484 2.48793  0.495

Results
Orbital gap (eV): 8.72
Spin multiplicity: 1
LUMO (eV): -0.05
Total energy (eV): -29191.5896
Energy relative to the best compared isomer or geometry (same formula, charge and spin) (kcal/mol): 62.20
Total charge: 0
Structure (SMILES): CNCCCCN.O.O.O.O.O.O.O.O.O.O

=====

Record 2
C5H35N2O12 | ωB97M-V/def2-TZVPD

Each line ends with the natural charge from an NBO analysis.
Element x y z (Å)
N: -1.68212 1.87172 0.64876  -0.934
C: -0.38070 1.56965 -0.14570  -0.045
C: -0.53393 0.30085 -1.03637  -0.490
C: -1.35110 0.42773 -2.24325  -0.083
O: -2.66449 0.36046 -1.76317  -0.821
C: 0.71638 1.47537 0.95069  -0.228
N: 2.02877 1.29454 0.29936  -0.682
C: 2.56820 -0.08564 0.35261  -0.436
H: -2.28839 2.65682 0.28619  0.403
H: -2.19414 1.02431 0.99469  0.384
H: -0.00370 2.28546 -0.92573  0.180
H: -0.99124 -0.59579 -0.50608  0.241
H: 0.48079 -0.06083 -1.47341  0.227
H: -1.36975 -0.44535 -2.97154  0.193
H: -1.33261 1.44829 -2.70975  0.150
H: 0.61326 2.30148 1.72845  0.191
H: 0.40713 0.65229 1.69738  0.180
H: 1.97773 1.53428 -0.69328  0.394
H: 2.10291 -1.02304 -0.23773  0.186
H: 2.74911 -0.32618 1.39604  0.177
H: 3.53822 0.04049 -0.19772  0.196
H: 0.11990 -0.91931 -3.30970  0.523
H: 1.30998 -1.41645 -4.14840  0.470
O: 0.81888 -0.65900 -4.02745  -0.985
H: -2.41027 -3.48348 1.71361  0.469
H: -2.46412 -2.33290 0.44833  0.504
O: -2.06349 -3.33495 0.81716  -1.042
H: -0.39858 -2.78354 -1.34245  0.497
H: -1.73505 -1.89736 -1.78608  0.471
O: -0.92367 -2.40799 -2.16375  -1.040
H: -2.99049 1.90964 -1.76462  0.488
H: -2.29890 3.05735 -2.31756  0.439
O: -3.16655 2.84388 -1.81182  -0.967
H: 0.55439 -0.62806 2.62434  0.465
H: 1.33870 -1.79025 1.97001  0.487
O: 1.03786 -1.32801 2.82552  -0.953
H: 1.80934 2.09334 -2.83073  0.467
H: 1.67670 0.58779 -3.18554  0.503
O: 2.02016 1.20484 -2.56525  -0.979
H: 3.66116 2.14234 2.32407  0.469
H: 3.20395 3.09335 3.34021  0.463
O: 3.98072 2.89083 2.81036  -0.934
H: 0.23497 -4.07754 -0.38975  0.481
H: -0.65751 -2.94256 0.61022  0.533
O: 0.17753 -3.13249 -0.01775  -1.016
H: -1.29578 0.33321 2.56515  0.454
H: -2.01819 -0.60967 1.52584  0.487
O: -1.35881 -0.53283 2.28912  -1.011
H: -2.80253 -0.26974 -0.98001  0.521
H: -3.62266 -1.11556 0.84770  0.461
O: -2.85832 -1.04543 0.37024  -1.109
H: 3.67507 0.14723 3.08097  0.470
H: 3.04714 -0.75466 4.22963  0.488
O: 3.72940 -0.12519 4.04710  -0.958

Results
Orbital gap (eV): 8.41
Spin multiplicity: 1
LUMO (eV): 2.75
Total energy (eV): -33301.5965
Energy relative to the best compared isomer or geometry (same formula, charge and spin) (kcal/mol): 131.73
Total charge: -1

=====

Record 3
C5H35NO12 | ωB97M-V/def2-TZVPD

Each line ends with the natural charge from an NBO analysis.
Element x y z (Å)
C: -0.32455 1.17660 -4.47217  -0.626
C: -0.59388 -0.07063 -3.61658  -0.399
C: 0.65964 -0.55709 -2.88384  -0.397
C: 1.27283 0.46239 -1.93319  -0.237
N: 0.35084 0.88666 -0.86828  -0.682
C: 0.98161 1.85263 0.03110  0.102
O: 0.15025 2.17741 1.12594  -0.764
H: -1.17751 1.38345 -5.11172  0.209
H: 0.52488 1.02077 -5.13712  0.195
H: -0.14923 2.04863 -3.84783  0.228
H: -1.43339 0.12428 -2.94105  0.194
H: -0.95634 -0.89084 -4.26524  0.207
H: 1.40092 -0.84764 -3.63751  0.211
H: 0.39168 -1.46878 -2.33897  0.203
H: 2.17661 0.02149 -1.51387  0.198
H: 1.66120 1.30749 -2.53399  0.176
H: -0.47275 1.30216 -1.29586  0.375
H: 1.90168 1.39182 0.41136  0.132
H: 1.16261 2.80299 -0.48389  0.181
H: 0.10899 1.43756 1.78301  0.502
O: 1.32380 -3.20408 1.62470  -1.010
H: 1.16403 -4.15025 1.72910  0.500
H: 0.49557 -2.84393 1.18827  0.521
O: 2.25425 -1.18446 3.14351  -1.001
H: 1.91810 -1.95080 2.60799  0.527
H: 2.70545 -1.53380 3.90576  0.497
O: -0.93109 -2.11057 0.70508  -0.998
H: -0.58288 -1.32512 0.20472  0.512
H: -1.47924 -1.72048 1.42285  0.510
O: -0.59740 3.92666 -2.29124  -0.991
H: -0.92501 4.82349 -2.42784  0.470
H: -1.13690 3.57232 -1.54307  0.495
O: -2.09597 3.05821 -0.12230  -0.997
H: -2.71292 2.29466 -0.15079  0.496
H: -1.30667 2.81339 0.39232  0.501
O: 0.07761 0.50289 3.37922  -1.004
H: 0.84354 -0.12848 3.29037  0.524
H: 0.24334 1.04645 4.14887  0.499
O: 3.30493 -2.66049 -0.26640  -1.000
H: 3.74839 -1.94091 0.22920  0.484
H: 2.55767 -2.90152 0.31974  0.471
O: 4.03159 -0.45658 1.18872  -0.960
H: 3.42879 -0.65414 1.94195  0.491
H: 3.54501 0.17842 0.65885  0.468
O: -3.27589 -2.45095 -0.65619  -0.998
H: -2.39136 -2.56770 -0.27134  0.477
H: -3.55826 -1.55330 -0.38527  0.484
O: -2.27940 -0.77660 2.70189  -0.999
H: -1.50235 -0.24747 3.01608  0.525
H: -2.64527 -1.25896 3.45797  0.500
O: -3.77118 0.02134 0.54091  -0.986
H: -3.28815 -0.20553 1.36317  0.502
H: -4.69965 0.18182 0.78750  0.482

Results
Orbital gap (eV): 9.02
Spin multiplicity: 1
LUMO (eV): -0.41
Total energy (eV): -31815.1104
Energy relative to the best compared isomer or geometry (same formula, charge and spin) (kcal/mol): 13.88
Total charge: 0
Structure (SMILES): CCCCNCO.O.O.O.O.O.O.O.O.O.O.O